No. 1
Here is a molecular structure, C2H5NO2 in a non-equilibrium geometry from the Open Molecules 2025 dataset. Energies are from the ωB97M-V functional and the def2-TZVPD basis.

Its relative energy (zero: lowest compared OMol25 entry of this formula, charge and spin) is 67.1 kcal/mol. Its frontier orbital gap is 0.40757 Eh. The LUMO energy comes out at 0.740 eV. As for the spin multiplicity: 1. Its largest force on an atom is 0.0971 hartree/bohr. The value obtained for the HOMO energy is -0.380 Ha.

Cartesian coordinates (Å):
C1 1.8217 -0.0921 0.0161
C2 -0.4811 0.1072 -0.0341
H1 2.4180 -0.9379 -0.8010
H2 2.2306 -0.3121 1.2905
H3 1.7214 1.2652 -0.3067
H4 -1.7532 -1.5414 -0.0301
H5 -2.5605 0.0916 -0.2325
N1 -1.7241 -0.4968 0.0892
O1 0.5524 -0.7110 -0.0573
O2 -0.3063 1.3137 0.0028



No. 2
Here is C2H5NO2 in the gas phase in a non-equilibrium geometry from the Open Molecules 2025 dataset. Energies are from the ωB97M-V functional and the def2-TZVPD basis.

Its relative energy (zero: lowest compared OMol25 entry of this formula, charge and spin) is 27.4 kcal/mol. Its frontier orbital gap is 0.40288 Eh. Its SMILES is O=CNCO. The LUMO energy comes out at 0.891 eV. As for the spin multiplicity: 1. Its largest force on an atom is 0.0238 hartree/bohr. The value obtained for the HOMO energy is -0.370 Ha.

Cartesian coordinates (Å):
O1 1.4313 1.1470 -0.5640
C1 0.8607 0.1880 -1.0024
N1 -0.4670 -0.1117 -0.7043
C2 -0.8964 0.0479 0.6609
O2 -0.6955 -1.1528 1.4126
H1 1.4058 -0.5542 -1.6059
H2 -1.1062 -0.3750 -1.4329
H3 -0.3594 0.8533 1.1449
H4 -1.9739 0.1709 0.6079
H5 0.1297 -1.0635 1.8759



No. 3
Here is C2H5NO2 in the gas phase from the Open Molecules 2025 dataset. Energies are from the ωB97M-V functional and the def2-TZVPD basis.

Its relative energy (zero: lowest compared OMol25 entry of this formula, charge and spin) is 10.5 kcal/mol. Its frontier orbital gap is 0.39255 Eh. Its SMILES is NCC(=O)O. The LUMO energy comes out at 0.782 eV. As for the spin multiplicity: 1. Its largest force on an atom is 0.0153 hartree/bohr. The value obtained for the HOMO energy is -0.364 Ha.

Cartesian coordinates (Å):
N1 0.4327 -1.0786 0.9519
C1 -0.3246 -0.6112 -0.2160
C2 -0.1082 0.8392 -0.4976
O1 0.3778 1.2611 -1.5196
O2 -0.5163 1.6889 0.4708
H1 1.3720 -0.6866 0.9498
H2 0.5409 -2.0832 0.8934
H3 -1.3754 -0.7545 0.0054
H4 -0.1190 -1.1284 -1.1528
H5 -0.2801 2.5533 0.1147



No. 4
Here is C2H5NO2 in the gas phase in a non-equilibrium geometry from the Open Molecules 2025 dataset. Energies are from the ωB97M-V functional and the def2-TZVPD basis.

Its relative energy (zero: lowest compared OMol25 entry of this formula, charge and spin) is 68.1 kcal/mol. Its frontier orbital gap is 0.34527 Eh. The LUMO energy comes out at 0.927 eV. As for the spin multiplicity: 1. Its largest force on an atom is 0.0283 hartree/bohr. The value obtained for the HOMO energy is -0.311 Ha.

Cartesian coordinates (Å):
N1 1.8850 -0.0077 0.0882
C1 0.8278 -0.1791 -0.6827
O1 -0.0473 -1.0148 -0.0632
C2 -1.2604 -0.2383 -0.2688
O2 -1.2160 1.1076 0.1273
H1 2.1015 -0.5541 0.9168
H2 2.5201 0.7185 -0.2029
H3 -1.4743 -0.2195 -1.3375
H4 -1.9662 -0.7843 0.3424
H5 -1.3702 1.1718 1.0803



No. 5
Here is C2H5NO2 in the gas phase in a non-equilibrium geometry from the Open Molecules 2025 dataset. Energies are from the ωB97M-V functional and the def2-TZVPD basis.

Its relative energy (zero: lowest compared OMol25 entry of this formula, charge and spin) is 115.2 kcal/mol. Its frontier orbital gap is 0.34200 Eh. Its SMILES is C=C([O-])[NH2+]O. The LUMO energy comes out at 0.722 eV. As for the spin multiplicity: 1. Its largest force on an atom is 0.0479 hartree/bohr. The value obtained for the HOMO energy is -0.315 Ha.

Cartesian coordinates (Å):
C1 -1.4722 0.1094 0.0677
C2 -0.3441 -0.6675 0.3221
O1 0.0852 -1.7282 0.6664
N1 0.8177 0.5534 0.0667
O2 1.8863 0.1698 -0.8094
H1 -2.4278 -0.2033 0.4671
H2 -1.5540 0.5481 -0.9221
H3 1.2303 0.8166 0.9646
H4 -0.1670 1.1956 -0.1393
H5 1.9456 -0.7939 -0.6837



No. 6
Here is C2H5NO2 in the gas phase in a non-equilibrium geometry from the Open Molecules 2025 dataset. Energies are from the ωB97M-V functional and the def2-TZVPD basis.

Its relative energy (zero: lowest compared OMol25 entry of this formula, charge and spin) is 88.8 kcal/mol. Its frontier orbital gap is 0.39063 Eh. Its SMILES is O[C@@H]1CON1. The LUMO energy comes out at 0.911 eV. As for the spin multiplicity: 1. Its largest force on an atom is 0.0599 hartree/bohr. The value obtained for the HOMO energy is -0.357 Ha.

Cartesian coordinates (Å):
O1 -1.4743 -0.3300 -0.5025
C1 -0.4846 -0.1890 0.4020
C2 0.6094 0.7251 -0.0598
O2 1.3970 -0.3297 -0.5533
N1 0.4974 -1.2785 0.0669
H1 -1.3191 -1.2401 -0.9005
H2 -0.8678 -0.0257 1.3944
H3 0.2717 1.5156 -0.8059
H4 1.0837 1.1832 0.7957
H5 0.9831 -1.4676 0.9388



No. 7
Here is 2 unconnected molecules or ions with the total composition C2H5NO2 from the Open Molecules 2025 dataset. Energies are from the ωB97M-V functional and the def2-TZVPD basis.

Its relative energy (zero: lowest compared OMol25 entry of this formula, charge and spin) is 79.3 kcal/mol. Its frontier orbital gap is 0.32454 Eh. The LUMO energy comes out at -0.105 eV. As for the spin multiplicity: 1. Its largest force on an atom is 0.0083 hartree/bohr. The value obtained for the HOMO energy is -0.328 Ha.

Cartesian coordinates (Å):
C1 1.0589 0.4137 -0.5970
C2 -1.3048 0.2895 0.6221
O1 -0.7162 1.3911 0.6743
O2 1.8903 -0.2620 0.1559
N1 -0.8078 -0.7405 -0.0110
H1 1.7096 -1.2102 0.0719
H2 1.1318 1.4778 -0.4624
H3 0.7128 0.0178 -1.5362
H4 -1.3990 -1.5663 -0.0578
H5 -2.2755 0.1891 1.1402



No. 8
Here is C2H5NO2 in the gas phase in a non-equilibrium geometry from the Open Molecules 2025 dataset. Energies are from the ωB97M-V functional and the def2-TZVPD basis.

Its relative energy (zero: lowest compared OMol25 entry of this formula, charge and spin) is 15.3 kcal/mol. Its frontier orbital gap is 0.39000 Eh. Its SMILES is CNC(=O)O. The LUMO energy comes out at 0.655 eV. As for the spin multiplicity: 1. Its largest force on an atom is 0.0297 hartree/bohr. The value obtained for the HOMO energy is -0.366 Ha.

Cartesian coordinates (Å):
C1 -0.0674 0.7878 -1.0205
N1 0.5686 -0.2595 -0.2598
C2 0.2375 -0.4542 1.0679
O1 0.9994 -0.7144 1.9466
O2 -1.1680 -0.5266 1.2282
H1 -1.0455 0.9616 -0.5815
H2 -0.2645 0.5034 -2.0562
H3 0.4972 1.7202 -1.0684
H4 1.5331 -0.5384 -0.3585
H5 -1.2903 -1.4800 1.1021



No. 9
Here is C2H5NO2 in the gas phase from the Open Molecules 2025 dataset. Energies are from the ωB97M-V functional and the def2-TZVPD basis.

Its relative energy (zero: lowest compared OMol25 entry of this formula, charge and spin) is 41.3 kcal/mol. Its frontier orbital gap is 0.38313 Eh. Its SMILES is CC(=O)NO. The LUMO energy comes out at 0.840 eV. As for the spin multiplicity: 1. Its largest force on an atom is 0.0129 hartree/bohr. The value obtained for the HOMO energy is -0.352 Ha.

Cartesian coordinates (Å):
C1 -0.7379 -0.6119 1.0205
C2 0.3392 -0.1939 0.0423
O1 1.5003 -0.5556 0.1213
N1 -0.0664 0.5765 -1.0032
O2 0.9738 1.1110 -1.7523
H1 -0.4781 -0.2039 2.0055
H2 -0.7312 -1.7036 1.0979
H3 -1.7345 -0.2862 0.7302
H4 -0.8056 1.2613 -0.8776
H5 1.7403 0.6064 -1.3845



No. 10
Here is 2 unconnected molecules or ions with the total composition C2H5NO2S in a non-equilibrium geometry from the Open Molecules 2025 dataset. Energies are from the ωB97M-V functional and the def2-TZVPD basis.

Its relative energy (zero: lowest compared OMol25 entry of this formula, charge and spin) is 72.2 kcal/mol. Its frontier orbital gap (spin up / spin down) is 0.29199 / 0.29209 Eh. The LUMO energy (spin up / spin down) comes out at -0.541 / -0.540 eV. As for the spin multiplicity: 1. Its largest force on an atom is 0.0855 hartree/bohr. The value obtained for the HOMO energy (spin up / spin down) is -0.312 / -0.312 Ha.

Cartesian coordinates (Å):
C1 -0.2455 -0.9448 0.4916
C2 -1.8005 0.6442 -0.4232
N1 -1.4253 -0.4310 0.1201
O1 1.8772 -2.3997 -0.1861
O2 1.5385 1.4709 -0.1141
S1 0.7872 -1.5615 -0.7355
H1 1.5376 0.5487 0.3174
H2 -0.1031 -1.3991 1.4118
H3 -2.8122 0.6547 -0.7184
H4 1.8206 2.0326 0.5745
H5 -1.1745 1.3850 -0.7380



Repeat the fourth record exactly.
Here is C2H5NO2 in the gas phase in a non-equilibrium geometry from the Open Molecules 2025 dataset. Energies are from the ωB97M-V functional and the def2-TZVPD basis.

Its relative energy (zero: lowest compared OMol25 entry of this formula, charge and spin) is 68.1 kcal/mol. Its frontier orbital gap is 0.34527 Eh. The LUMO energy comes out at 0.927 eV. As for the spin multiplicity: 1. Its largest force on an atom is 0.0283 hartree/bohr. The value obtained for the HOMO energy is -0.311 Ha.

Cartesian coordinates (Å):
N1 1.8850 -0.0077 0.0882
C1 0.8278 -0.1791 -0.6827
O1 -0.0473 -1.0148 -0.0632
C2 -1.2604 -0.2383 -0.2688
O2 -1.2160 1.1076 0.1273
H1 2.1015 -0.5541 0.9168
H2 2.5201 0.7185 -0.2029
H3 -1.4743 -0.2195 -1.3375
H4 -1.9662 -0.7843 0.3424
H5 -1.3702 1.1718 1.0803



Q: What is the relative energy (zero: lowest compared OMol25 entry of this formula, charge and spin) in the third record?
A: 10.5 kcal/mol